1.
Density functional theory data (ωB97M-V with the def2-TZVPD basis set) for a 2-piece molecular cluster, C3H13N2O overall in a non-equilibrium geometry.

Results
- HOMO (spin up / spin down) (eV) = -19.211 / -19.209
- HOMO-LUMO gap (spin up / spin down) (eV) = 11.51 / 5.23
- expectation value of S² = 0.754
- total charge = +2
- 2S+1 = 2

Each line ends with the natural charge from an NBO analysis.
Cartesian coordinates (Å):
O 0.51055 -1.21918 2.83791  -1.009
N 0.92228 -0.03449 0.42158  -0.729
N 0.25707 -0.12048 -2.34064  -0.282
C -1.56372 -0.09959 0.11591  -0.710
C -0.27725 0.65955 -0.07389  -0.065
C 0.07941 1.14178 -1.58310  -0.302
H 0.59617 0.20973 -3.30770  0.471
H -1.33296 -1.12520 0.40149  0.254
H -0.75280 1.74142 -1.96238  0.341
H -2.30729 -0.24860 -0.75208  0.272
H 1.55802 -0.49529 -0.44432  0.452
H 0.82696 -1.70111 3.60936  0.532
H -0.34789 1.63309 0.44451  0.270
H -0.46561 -0.86542 3.01424  0.505
H 1.60992 0.62829 0.98648  0.497
H -2.22089 0.52834 0.80489  0.303
H -0.72745 -0.50897 -2.31254  0.440
H 0.69336 -0.81123 1.02441  0.496
H 1.09988 1.64272 -1.52976  0.264

2.
Density functional theory data (ωB97M-V with the def2-TZVPD basis set) for C13H25F3INO2 as an isolated structure in a non-equilibrium geometry.

Results
- HOMO (eV) = -4.271
- HOMO-LUMO gap (eV) = 4.26

Each line ends with the natural charge from an NBO analysis.
Cartesian coordinates (Å):
I 1.44938 -0.21136 -1.48453  -0.608
F 7.99838 -3.11436 -3.44853  -0.317
F 6.66538 -1.86636 -4.69353  -0.319
F 8.47938 -1.06836 -3.93653  -0.291
O 7.22838 -2.11136 -1.28653  -0.569
O 5.69638 -0.91336 -2.38753  -0.477
N -2.51262 0.34664 0.88247  -0.254
C -1.99562 -0.22636 2.16147  -0.217
C 7.52438 -1.87636 -3.66053  0.900
C -4.35062 1.76264 -0.27153  -0.401
C -2.23962 -1.88536 3.83647  -0.607
C -1.59262 1.54464 0.71047  -0.221
C -3.33962 2.89264 -0.47153  -0.407
C -2.44762 -0.61136 -0.29053  -0.455
C -1.89062 2.36164 -0.50853  -0.447
C -3.00562 -1.23636 2.63347  -0.469
C 4.92638 -0.66636 -1.18653  -0.088
C 3.59538 0.08864 -1.53853  -0.678
C -3.88462 0.85764 0.96247  -0.237
C 6.76338 -1.62536 -2.28053  0.703
H -3.99162 -0.80136 3.19747  0.225
H -2.84362 -2.67236 4.28347  0.214
H -5.35162 1.98564 0.01447  0.226
H -1.15862 -0.99736 -0.29153  0.242
H 3.98938 1.05464 -2.04653  0.197
H -4.80562 0.12464 1.15947  0.250
H -3.39462 -2.19436 2.05847  0.254
H -2.71962 -0.17136 -1.14253  0.205
H 4.59438 -1.66236 -0.64853  0.181
H -3.92762 1.64564 1.80847  0.212
H 5.46038 -0.12436 -0.47353  0.179
H -3.61662 3.35464 -1.43553  0.228
H -1.59362 2.18564 1.44547  0.196
H 3.35938 0.17464 -0.57453  0.196
H -3.08462 -1.43436 0.09447  0.207
H -1.99462 -1.24536 4.61947  0.204
H -1.21462 3.21364 -0.36753  0.235
H 2.85138 -0.40136 -2.16853  0.181
H -4.22362 1.23064 -1.13753  0.205
H -3.41362 3.77664 0.29847  0.203
H -0.59862 1.13164 0.63547  0.266
H -1.31962 -2.39236 3.61047  0.212
H -1.70562 0.55064 2.76547  0.224
H -0.87162 -0.75936 1.94947  0.265
H -1.49262 1.98564 -1.39553  0.250

3.
Density functional theory data (ωB97M-V with the def2-TZVPD basis set) for C28H28F10N10STi as an isolated structure in a non-equilibrium geometry.

Results
- HOMO (spin up / spin down) (eV) = -5.897 / -7.280
- HOMO-LUMO gap (spin up / spin down) (eV) = 6.06 / 7.38
- expectation value of S² = 2.022
- 2S+1 = 3

Each line ends with the Mulliken spin population.
Cartesian coordinates (Å):
Ti 0.25082 -1.03738 0.07067  1.068
S -1.78021 2.94898 -1.51790  0.002
F -2.41060 -5.18653 -0.92181  0.000
F -1.96592 -3.05324 4.06654  0.000
F 1.45081 -2.82427 -1.92206  -0.003
F -0.83970 -3.01516 -0.54149  0.015
F -3.79739 -6.28134 1.18365  0.000
F -3.50352 -5.17184 3.65282  0.000
F 4.27983 -6.53471 -1.43071  0.000
F 2.56757 -5.00688 -2.93088  0.000
F 4.73111 -5.81332 1.16243  0.000
F 3.60221 -3.69476 2.22614  0.000
N 0.80298 -0.16245 -1.61039  0.181
N -1.64186 -0.40004 -0.57986  -0.029
N -0.64544 -1.75818 1.75736  -0.022
N -0.58280 4.63618 -3.16654  0.000
N -1.92966 5.63366 -1.57624  0.000
N -3.57628 -0.48298 -1.52649  0.018
N -2.71258 -0.39692 -2.56280  0.072
N 1.20436 0.25410 -4.39924  0.285
N 1.98378 -1.87421 0.60189  -0.019
N 0.84638 0.52098 1.40037  -0.011
C -1.39479 -2.88161 1.74919  -0.006
C -2.07975 -3.51406 2.80334  0.002
C 2.03105 0.14291 -2.14417  0.115
C 2.51970 -1.30065 1.83574  0.014
C 3.36468 -3.91976 0.91522  0.001
C 2.84554 -4.66518 -1.67063  -0.003
C -0.15737 0.49224 2.49077  0.022
C -1.41393 4.46666 -2.11867  0.000
C -2.68917 6.50508 -2.47113  0.000
C 2.22191 0.19515 1.85123  0.007
C -0.06865 3.48736 -3.89498  -0.008
C 3.70697 -5.44130 -0.91702  -0.002
C -0.23100 -0.19584 -2.54493  0.249
C -1.54127 -3.54513 0.51640  0.006
C -1.54307 -0.35428 -1.96213  -0.022
C -2.31967 -4.65561 0.29762  0.001
C 0.00972 -0.03184 -3.89474  -0.041
C 2.20704 0.35622 -3.47356  0.064
C 2.53368 -3.05912 0.17265  0.009
C -2.51444 5.55728 -0.24798  0.000
C 2.27994 -3.53165 -1.12877  -0.014
C 0.09537 5.89384 -3.44335  0.001
C -3.01295 -5.21161 1.35978  0.002
C 0.84057 1.87585 0.81674  -0.006
C -0.53400 -0.91942 2.94154  -0.005
C -2.86883 -4.63432 2.60865  0.000
C 3.94472 -5.06002 0.38662  0.001
C -2.93672 -0.48858 -0.36044  0.020
H 0.23341 3.80692 -4.89148  0.000
H -0.05560 6.58838 -2.62279  0.000
H -0.81767 -0.12495 -4.59065  -0.008
H 0.79136 3.04558 -3.38385  0.009
H -0.15642 2.12496 0.46538  0.007
H -3.42362 -0.55762 0.59828  -0.001
H 0.19265 1.07406 3.35181  0.001
H 1.15842 2.61419 1.56319  0.003
H -2.36518 6.37829 -3.49948  0.000
H 3.60667 -1.41064 1.88039  0.002
H 1.51551 1.91868 -0.03455  0.008
H -1.48121 -0.84168 3.48209  -0.001
H -2.55590 7.54931 -2.18551  0.000
H -0.26287 6.34786 -4.37019  0.000
H 3.18849 0.60161 -3.85899  0.002
H -4.56627 -0.51195 -1.69931  0.000
H -2.80712 6.56484 0.04665  0.000
H -3.39016 4.90284 -0.21718  0.000
H 2.11401 -1.79276 2.72422  -0.003
H -0.83436 2.72245 -3.97788  0.004
H 2.40608 0.60958 2.84932  0.001
H 0.19842 -1.31359 3.65384  -0.003
H -3.75588 6.26024 -2.42256  0.000
H 1.16398 5.70004 -3.54927  0.000
H 2.86226 0.17868 -1.45129  0.021
H -1.05758 0.96674 2.09777  -0.003
H -1.78097 5.17944 0.46108  0.000
H 2.91062 0.67670 1.15657  -0.003

4.
Density functional theory data (ωB97M-V with the def2-TZVPD basis set) for one molecule with the formula C4H6O2S in a non-equilibrium geometry.

Results
- HOMO (spin up / spin down) (eV) = -7.885 / -7.882
- HOMO-LUMO gap (spin up / spin down) (eV) = 8.00 / 8.05

Each line ends with the natural charge from an NBO analysis.
Cartesian coordinates (Å):
S -0.52721 1.65642 -0.57492  0.171
O 1.81466 0.61141 0.32930  -0.503
O 2.21840 -1.55325 -0.32698  -0.502
C -1.42398 -0.99730 -0.11312  -0.677
C 0.71136 1.30879 0.83892  -0.193
C -0.69127 -0.05533 -1.07682  -0.467
C 1.65311 -0.55159 -0.25650  0.851
H -0.66768 0.02744 -2.20334  0.234
H -1.38781 -0.38435 0.86406  0.210
H -2.48502 -1.16131 -0.35103  0.221
H -0.73684 -1.86693 -0.06416  0.236
H 1.24097 2.18964 1.19787  0.224
H 0.28132 0.77635 1.73672  0.195

5.
Density functional theory data (ωB97M-V with the def2-TZVPD basis set) for C6H4NO2S8Yb as an isolated structure.

Results
- HOMO (spin up / spin down) (eV) = -0.571 / -0.584
- HOMO-LUMO gap (spin up / spin down) (eV) = 5.14 / 5.16
- expectation value of S² = 0.751
- total charge = -2
- 2S+1 = 2

Each line ends with the natural charge from an NBO analysis.
Cartesian coordinates (Å):
Yb -0.78906 0.90833 1.38204  1.504
S 0.84894 4.54678 2.33677  -0.131
S 0.00643 -1.49684 4.45218  -0.126
S -1.97817 -0.77283 4.74851  -0.128
S -2.76275 0.08318 3.03640  -0.531
S -0.01243 2.79106 -0.44284  -0.586
S 0.33623 4.68950 0.29996  -0.129
S 0.70163 -1.03772 2.55658  -0.587
S 0.08413 2.79830 3.13969  -0.546
O -2.76946 -0.41815 -2.19172  -0.666
O -2.20322 0.36411 -0.16092  -0.790
N 0.30751 -0.37881 -0.47240  -0.463
C 1.58447 -0.74281 -0.56859  0.079
C -0.12835 -1.34370 -2.60278  -0.223
C 1.19621 -1.72501 -2.70474  -0.176
C 2.07171 -1.42001 -1.67181  -0.264
C -1.98059 -0.20579 -1.28229  0.773
C -0.53342 -0.66564 -1.46132  0.123
H 1.54903 -2.25490 -3.58240  0.199
H 2.22140 -0.48141 0.26736  0.223
H 3.11643 -1.69792 -1.71067  0.209
H -0.86666 -1.53971 -3.36699  0.239

6.
Density functional theory data (ωB97M-V with the def2-TZVPD basis set) for a 2-piece molecular cluster, C9H20O2PSi overall in a non-equilibrium geometry.

Results
- HOMO (spin up / spin down) (eV) = 0.877 / -6.920
- HOMO-LUMO gap (spin up / spin down) (eV) = 2.20 / 6.51
- expectation value of S² = 2.008
- total charge = -1
- 2S+1 = 3

Each line ends with the natural charge from an NBO analysis.
Cartesian coordinates (Å):
P -0.38601 -0.63271 1.39447  1.567
Si -0.84630 -2.79480 1.75609  1.224
O 0.91364 -0.48672 0.68618  -0.968
O -0.58003 0.18052 2.62435  -0.976
C 1.69414 4.13717 -1.38011  -0.206
C -2.23661 -3.02145 3.05964  -1.161
C 0.77176 2.64506 -3.14834  -0.392
C 0.77971 3.68944 -0.53533  -0.171
C 0.73868 -3.64225 2.42784  -1.095
C 0.39856 1.70591 -2.00703  -0.418
C -1.39037 -3.72980 0.16556  -1.573
C -0.08770 2.50225 -0.79891  -0.446
C 1.94808 3.52018 -2.72261  -0.437
H 0.62968 4.18330 0.41543  0.198
H -2.18348 -3.99578 3.54224  0.229
H 2.12977 4.30758 -3.46404  0.199
H -0.09710 1.84547 0.07842  0.229
H -1.11936 2.84471 -0.95709  0.201
H 1.25807 -2.94213 3.07843  0.229
H 0.53451 -4.55032 2.99245  0.236
H -3.22152 -2.92432 2.60839  0.242
H 2.31624 4.98691 -1.12340  0.191
H -0.56297 -3.80806 -0.53624  0.225
H -0.37690 1.00559 -2.32091  0.208
H -0.08492 3.27955 -3.38911  0.189
H 1.26839 1.12025 -1.70782  0.213
H -2.14600 -2.25667 3.82529  0.233
H -1.73601 -4.73558 0.39332  0.215
H -1.43635 -0.32590 0.48163  -0.043
H 2.85636 2.90793 -2.67104  0.205
H 1.03432 2.07950 -4.04561  0.200
H -2.19782 -3.20269 -0.33859  0.214
H 1.41750 -3.89214 1.61645  0.239